9
Properties=species:S:1:pos:R:3:forces:R:3 method="wB97M-V/def2-TZVPD" fmax_ev_per_a=2.366 e_tot_ha=-2722.17445 total_charge=-1 gap_ha=0.238 e_lumo_ev=3.638
N 0.6588 0.3716 -0.0657 -2.1 0.5 0.0
H -2.4606 2.0030 0.2011 1.3 0.6 -0.2
O 1.5857 -1.7325 0.1030 -0.4 -0.2 -0.1
C -0.4915 0.8110 -0.0186 0.1 0.7 0.2
Se -2.8337 -0.4301 -0.0459 0.3 0.0 -0.1
H 0.6452 -2.1074 0.0453 1.6 1.7 0.1
O 2.8355 0.1786 -0.1598 1.8 -0.8 0.3
C -1.7129 1.2569 -0.0396 -0.4 -2.0 0.4
C 1.7735 -0.3511 -0.0199 -2.2 -0.5 -0.4